i) Here is the ion C4H13N2 with charge +1 from the OMol25 dataset. Energies are from the ωB97M-V functional and the def2-TZVPD basis.

Structure (ORCA input):
```
! RIJCOSX wB97M-V def2-TZVPD def2/J DEFGRID3
* xyz 1 1
C -1.937 -1.336 -0.803
N -1.334 -0.309 0.238
C 0.105 0.038 -0.136
C 0.029 1.452 -0.569
C 1.243 -0.280 0.833
N 2.351 0.632 0.651
H -1.167 -2.082 -1.064
H -1.997 -0.620 -1.614
H -2.839 -1.895 -0.518
H -1.870 0.577 0.518
H -1.342 -0.661 1.236
H 0.319 -0.580 -1.008
H -0.882 1.731 -1.136
H 1.045 1.806 -1.064
H -0.060 1.916 0.377
H 0.673 -0.346 1.815
H 1.687 -1.255 0.657
H 3.181 0.352 0.072
H 2.796 0.858 1.516
*
```

Output
E_HOMO in Ha: -0.489
LUMO in eV: -3.31
SMILES string: C[NH2+][C@@H](C)CN



ii) Here is a cluster of 2 separate species, C4H13N2 in total from the OMol25 dataset. Energies are from the ωB97M-V functional and the def2-TZVPD basis.

Structure (ORCA input):
```
! RIJCOSX wB97M-V def2-TZVPD def2/J DEFGRID3
* xyz 1 1
C 1.939 -0.586 -1.423
C -0.035 0.031 -2.513
N 0.483 -0.473 -1.480
H 2.292 -0.089 -0.524
H 2.436 -0.172 -2.300
H 2.199 -1.639 -1.311
H -1.113 0.104 -2.590
H 0.577 0.377 -3.344
C -0.260 -0.576 2.231
N -0.897 -0.141 0.958
C -1.262 1.301 0.946
H 0.054 -1.608 2.132
H 0.598 0.061 2.423
H -0.974 -0.479 3.037
H -1.730 -0.705 0.790
H -0.258 -0.333 0.137
H -1.866 1.525 1.819
H -1.837 1.516 0.052
H -0.348 1.886 0.958
*
```

Output
E_HOMO in Ha: -0.528
LUMO in eV: -2.92



iii) Here is the ion C4H13N2 with charge +1 from the OMol25 dataset. Energies are from the ωB97M-V functional and the def2-TZVPD basis.

Structure (ORCA input):
```
! RIJCOSX wB97M-V def2-TZVPD def2/J DEFGRID3
* xyz 1 1
C 2.300 0.127 -0.137
N 0.738 0.882 0.007
N -0.417 0.070 0.017
C -0.387 -0.857 -1.131
C -1.528 1.033 -0.182
C -0.631 -0.690 1.270
H 2.256 -0.528 -0.992
H 2.933 0.984 -0.309
H 2.518 -0.379 0.795
H 0.812 1.413 0.869
H -0.061 -0.314 -2.019
H 0.295 -1.683 -0.934
H -1.382 -1.261 -1.304
H -1.559 1.747 0.642
H -1.347 1.585 -1.105
H -2.482 0.514 -0.245
H 0.242 -1.303 1.487
H -0.798 -0.002 2.099
H -1.501 -1.337 1.171
*
```

Output
E_HOMO in Ha: -0.538
LUMO in eV: -2.80
SMILES string: CN[N+](C)(C)C



Q: Which of them is the most stable? A: ii).



i) Here is a cluster of 2 separate species, C4H13N2 in total from the OMol25 dataset. Energies are from the ωB97M-V functional and the def2-TZVPD basis.

Structure (ORCA input):
```
! RIJCOSX wB97M-V def2-TZVPD def2/J DEFGRID3
* xyz 1 1
C -0.260 2.268 -1.075
C -0.788 -0.760 1.410
C 1.571 -0.188 1.031
C 0.450 -1.270 -0.780
N -0.370 -1.891 -1.498
N 0.215 -0.514 0.448
H -1.169 2.818 -0.774
H -0.617 1.321 -1.510
H 0.092 2.962 -1.858
H -1.142 0.219 1.821
H -1.742 -1.162 0.984
H -0.581 -1.500 2.153
H 2.324 -0.694 0.495
H 1.846 0.860 0.933
H 1.474 -0.545 2.047
H 0.306 1.982 -0.292
H -1.420 -1.989 -1.314
H -0.136 -2.404 -2.325
H -0.050 0.485 0.104
*
```

Output
E_HOMO in Ha: -0.482
LUMO in eV: -3.48



ii) Here is a cluster of 2 separate species, C4H13N2 in total from the OMol25 dataset. Energies are from the ωB97M-V functional and the def2-TZVPD basis.

Structure (ORCA input):
```
! RIJCOSX wB97M-V def2-TZVPD def2/J DEFGRID3
* xyz 1 1
C -1.120 1.555 1.316
N 0.347 1.550 1.356
C -1.499 0.968 -0.060
N -0.996 -0.383 -0.095
C 1.591 -2.311 -0.732
C 1.502 -1.119 -1.665
H -1.642 0.691 1.996
H -1.624 2.575 1.431
H 0.615 1.833 2.317
H 0.416 0.498 1.180
H -2.572 1.212 -0.295
H -0.927 1.575 -0.847
H 1.194 -2.012 0.265
H -1.650 -1.062 -0.578
H 0.811 -3.006 -1.080
H 2.555 -2.781 -0.494
H 0.765 -0.312 -1.402
H 2.498 -0.564 -1.739
H 1.261 -1.373 -2.740
*
```

Output
E_HOMO in Ha: -0.532
LUMO in eV: -9.25



iii) Here is a cluster of 2 separate species, C4H13N2 in total from the OMol25 dataset. Energies are from the ωB97M-V functional and the def2-TZVPD basis.

Structure (ORCA input):
```
! RIJCOSX wB97M-V def2-TZVPD def2/J DEFGRID3
* xyz 1 1
C 0.051 -1.743 0.962
N 0.064 -2.984 0.399
C 0.151 -0.629 -0.337
N 0.006 0.581 0.120
C -1.461 3.724 -0.015
C 1.491 -0.899 -1.074
H 0.903 -1.564 1.589
H -0.873 -1.504 1.481
H -0.824 -3.461 0.377
H 0.843 -3.586 0.647
H -0.707 -0.872 -0.971
H 0.876 0.927 0.578
H -0.732 4.516 0.124
H -0.969 2.788 -0.252
H -2.167 3.990 -0.794
H -2.017 3.589 0.905
H 1.567 -0.203 -1.899
H 1.450 -1.928 -1.422
H 2.346 -0.741 -0.420
*
```

Output
E_HOMO in Ha: -0.566
LUMO in eV: -7.60



Q: Which of them is the most stable? A: i).



i) Here is the ion C2H3O2 with charge -1 from the OMol25 dataset. Energies are from the ωB97M-V functional and the def2-TZVPD basis.

Structure (ORCA input):
```
! RIJCOSX wB97M-V def2-TZVPD def2/J DEFGRID3
* xyz -1 1
C -0.326 0.382 -0.383
C 0.478 -0.575 0.674
O 0.681 0.129 1.697
O 0.953 -1.608 0.203
H 0.031 1.396 -0.584
H -0.399 -0.145 -1.365
H -1.417 0.421 -0.241
*
```

Output
E_HOMO in Ha: -0.128
LUMO in eV: 4.75
SMILES string: CC(=O)[O-]



ii) Here is a structure of composition C2H3O2 from the OMol25 dataset. Energies are from the ωB97M-V functional and the def2-TZVPD basis.

Structure (ORCA input):
```
! RIJCOSX wB97M-V def2-TZVPD def2/J DEFGRID3
* xyz -1 1
O -5.401 -0.126 0.539
C 1.791 -0.027 -0.233
O 2.444 -0.768 0.603
C 2.902 0.679 -0.427
H 3.890 0.401 -0.753
H -6.346 -0.264 0.390
H 0.721 0.105 -0.119
*
```

Output
E_HOMO in Ha: -0.067
LUMO in eV: 1.86



Q: Which of them is the most stable? A: i).



i) Here is a structure of composition C4H5O2P from the OMol25 dataset. Energies are from the ωB97M-V functional and the def2-TZVPD basis.

Structure (ORCA input):
```
! RIJCOSX wB97M-V def2-TZVPD def2/J DEFGRID3
* xyz 0 1
C 1.265 0.336 1.924
C -0.432 -0.053 0.195
C 1.282 0.207 0.665
C -1.284 -0.800 0.845
O 1.770 0.434 -0.432
O -0.666 0.653 -0.876
P 0.387 0.900 -2.179
H 1.005 0.173 2.920
H -2.391 -0.779 0.481
H -1.163 -1.283 1.820
H -0.573 0.683 -3.098
H 0.799 -0.472 -2.265
*
```

Output
E_HOMO in Ha: -0.323
LUMO in eV: -1.70



ii) Here is the molecule C4H5O2P from the OMol25 dataset. Energies are from the ωB97M-V functional and the def2-TZVPD basis.

Structure (ORCA input):
```
! RIJCOSX wB97M-V def2-TZVPD def2/J DEFGRID3
* xyz 0 1
C -0.379 1.197 -0.935
C -1.611 1.202 -1.377
C -0.044 0.250 0.219
C -0.785 -1.086 -0.064
O -0.264 0.864 1.482
O -2.661 0.493 -1.058
P -2.546 -1.122 -0.790
H 0.392 1.847 -1.303
H 1.030 0.003 0.156
H 0.353 1.593 1.582
H -0.156 -1.640 -0.767
H -0.874 -1.686 0.842
*
```

Output
E_HOMO (spin up / spin down) in Ha: -0.317 / -0.294
LUMO (spin up / spin down) in eV: -0.66 / -0.29



Q: Which of them is the most stable? A: ii).